ORCA calculation (ωB97M-V/def2-TZVPD) on a single C5H8O molecule.

Computed properties:
structure (SMILES)	C#C[C@@H](C)CO
LUMO energy	0.03838	Eh
relative energy (zero: lowest compared OMol25 entry of this formula, charge and spin)	219.3	kJ/mol
Kohn-Sham gap	11.128	eV

```
14
Properties=species:S:1:pos:R:3:forces:R:3:lowdin_charge:R:1
C 2.125 0.024 -0.764 2.1 0.2 -0.7 0.119
C 0.942 0.124 -0.660 -0.7 -0.6 0.3 -0.134
C -0.507 0.057 -0.455 0.6 -0.1 -0.9 -0.387
C -1.083 -1.191 -1.138 0.5 0.0 -0.7 -0.059
C -0.809 0.074 1.009 0.1 -0.4 1.0 -0.288
O -0.136 1.090 1.680 2.0 0.3 0.6 -0.065
H 3.189 0.035 -1.025 -1.1 -0.1 0.5 0.046
H -0.872 0.990 -0.871 -0.5 0.1 -0.3 0.145
H -0.722 -2.102 -0.622 -0.1 0.4 -0.2 0.088
H -0.752 -1.259 -2.217 -0.6 0.1 1.2 0.101
H -2.166 -1.141 -1.040 -0.1 -0.2 -0.3 0.075
H -1.839 0.269 1.223 -0.9 0.0 -0.3 0.122
H -0.589 -0.897 1.461 0.1 -0.2 -0.1 0.129
H 0.833 0.852 1.696 -1.4 0.5 -0.1 0.109
```
Positions in Å, forces in eV/Å.



ORCA calculation (ωB97M-V/def2-TZVPD) on 2 unconnected molecules or ions with the total composition C5H8O.

Computed properties:
LUMO energy	0.02018	Eh
relative energy (zero: lowest compared OMol25 entry of this formula, charge and spin)	514.5	kJ/mol
Kohn-Sham gap	9.253	eV

```
14
Properties=species:S:1:pos:R:3:forces:R:3:lowdin_charge:R:1
C -1.249 1.205 -1.248 1.0 -1.3 1.1 0.116
C -0.014 -0.036 -0.007 -0.4 -0.3 -0.3 -0.272
C 1.491 0.053 0.244 -0.1 0.0 -0.3 -0.104
C 0.555 0.255 1.381 -0.3 0.0 0.0 -0.105
C -0.571 -1.377 -0.219 -0.4 -0.2 -0.3 -0.267
O -1.510 -1.635 -0.932 0.5 -0.2 0.4 0.045
H -0.375 1.293 -0.528 -0.3 1.8 -0.6 -0.022
H -1.099 0.707 -2.208 0.4 0.1 0.3 0.021
H -2.231 0.949 -0.847 0.3 0.1 0.3 0.020
H 2.060 -0.877 0.206 -0.2 0.2 -0.1 0.106
H 2.046 0.916 -0.120 -0.3 -0.1 0.0 0.110
H 0.469 1.257 1.799 -0.1 -0.2 -0.2 0.110
H 0.473 -0.536 2.127 -0.1 0.2 -0.2 0.106
H -0.044 -2.174 0.351 -0.1 -0.1 0.0 0.135
```
Positions in Å, forces in eV/Å.



ORCA calculation (ωB97M-V/def2-TZVPD) on a single C5H8O molecule.

Computed properties:
structure (SMILES)	O=CC1CCC1
LUMO energy	0.04079	Eh
relative energy (zero: lowest compared OMol25 entry of this formula, charge and spin)	112.5	kJ/mol
Kohn-Sham gap	10.855	eV

```
14
Properties=species:S:1:pos:R:3:forces:R:3:lowdin_charge:R:1
O 2.374 -0.082 -1.048 -0.2 0.2 0.4 0.051
C 1.877 0.446 -0.080 0.1 -0.1 -0.2 -0.235
C 0.552 0.055 0.513 0.1 -0.1 0.0 -0.276
C -0.164 -1.159 -0.106 0.0 -0.2 0.0 -0.140
C -1.459 -0.324 -0.216 -0.2 0.0 0.0 -0.167
C -0.646 0.957 0.079 0.0 0.2 0.0 -0.132
H 2.383 1.307 0.410 0.0 -0.1 -0.1 0.125
H 0.641 0.010 1.605 0.0 0.0 -0.1 0.142
H 0.274 -1.407 -1.077 -0.1 0.0 0.1 0.107
H -0.207 -2.063 0.506 0.0 0.1 -0.1 0.107
H -1.983 -0.355 -1.176 0.1 0.0 0.2 0.100
H -2.176 -0.553 0.578 0.1 0.0 -0.1 0.103
H -0.424 1.532 -0.826 0.0 -0.1 0.1 0.112
H -1.042 1.637 0.837 0.1 -0.1 -0.1 0.102
```
Positions in Å, forces in eV/Å.



ORCA calculation (ωB97M-V/def2-TZVPD) on a single C5H8O molecule.

Computed properties:
structure (SMILES)	C[C@@H]1C=CCO1
LUMO energy	0.04166	Eh
relative energy (zero: lowest compared OMol25 entry of this formula, charge and spin)	103.8	kJ/mol
Kohn-Sham gap	10.215	eV

```
14
Properties=species:S:1:pos:R:3:forces:R:3:lowdin_charge:R:1
C 1.824 -0.417 0.284 0.0 0.0 0.0 -0.036
C 0.647 0.260 -0.428 0.2 0.1 0.1 -0.381
C -0.265 1.037 0.487 -0.1 0.0 0.0 -0.049
C -1.493 0.541 0.435 0.1 0.1 0.0 -0.059
C -1.535 -0.599 -0.540 -0.3 0.0 0.1 -0.200
O -0.203 -0.731 -1.009 0.0 -0.1 -0.1 -0.108
H 1.978 -1.401 -0.163 0.1 0.1 0.0 0.079
H 2.748 0.159 0.178 -0.1 0.0 0.0 0.074
H 1.626 -0.557 1.352 0.0 0.0 -0.2 0.079
H 1.032 0.902 -1.236 -0.1 -0.1 0.1 0.142
H 0.074 1.865 1.099 0.0 -0.1 -0.1 0.113
H -2.359 0.878 0.996 0.1 0.0 -0.1 0.106
H -2.214 -0.397 -1.382 0.1 0.0 0.1 0.120
H -1.860 -1.540 -0.073 0.0 0.1 0.0 0.120
```
Positions in Å, forces in eV/Å.



ORCA calculation (ωB97M-V/def2-TZVPD) on a single C5H8O molecule.

Computed properties:
LUMO energy (spin up / spin down)	-0.00174 / -0.00667	Eh
relative energy (zero: lowest compared OMol25 entry of this formula, charge and spin)	408.0	kJ/mol
Kohn-Sham gap (spin up / spin down)	8.734 / 7.663	eV

```
14
Properties=species:S:1:pos:R:3:forces:R:3:lowdin_charge:R:1
C 0.233 0.204 -1.611 0.1 0.2 0.1 -0.118
C -0.125 -0.807 -0.581 0.0 -1.2 -1.4 -0.114
C 1.158 0.177 1.189 0.8 0.6 0.3 0.079
C -0.043 -0.581 0.854 -1.1 0.7 0.1 -0.408
C -1.283 0.343 0.961 0.0 -0.3 1.0 -0.251
O -2.235 0.088 1.657 0.1 0.1 -0.4 0.057
H 1.234 0.036 -2.034 -0.1 -0.1 0.0 0.081
H -0.466 0.165 -2.456 0.1 0.1 0.2 0.081
H 0.266 1.215 -1.181 -0.1 -0.2 -0.2 0.075
H -0.356 -1.810 -0.942 -0.1 0.2 0.1 0.109
H 1.081 1.103 1.756 0.1 -0.2 0.0 0.066
H 2.047 0.061 0.574 -0.1 -0.1 0.2 0.066
H -0.294 -1.464 1.449 0.3 0.1 0.0 0.151
H -1.216 1.270 0.366 -0.1 0.0 0.0 0.126
```
Positions in Å, forces in eV/Å.



ORCA calculation (ωB97M-V/def2-TZVPD) on a single C5H8O molecule.

Computed properties:
structure (SMILES)	C=C1C[C@@H](C)O1
LUMO energy	0.03811	Eh
relative energy (zero: lowest compared OMol25 entry of this formula, charge and spin)	260.8	kJ/mol
Kohn-Sham gap	10.270	eV

```
14
Properties=species:S:1:pos:R:3:forces:R:3:lowdin_charge:R:1
C -2.568 -0.127 0.274 -0.2 0.1 0.1 0.057
C -1.310 0.001 -0.017 3.1 -3.6 -0.4 -0.116
C -0.165 0.883 -0.369 0.1 0.1 -0.1 -0.095
C 0.777 -0.322 -0.514 0.4 0.2 0.0 -0.450
C 1.974 -0.321 0.420 -0.3 -0.1 -0.2 -0.055
O -0.168 -1.340 -0.162 -3.2 3.1 0.5 -0.093
H -3.020 -1.083 0.471 0.0 -0.2 0.0 0.073
H -3.196 0.749 0.333 0.0 0.2 0.0 0.071
H -0.336 1.460 -1.279 0.0 0.0 0.0 0.118
H 0.106 1.565 0.439 0.0 0.0 0.0 0.119
H 1.114 -0.480 -1.548 0.0 0.1 0.1 0.135
H 1.646 -0.126 1.441 0.0 0.0 0.1 0.081
H 2.692 0.441 0.117 0.1 0.0 0.0 0.078
H 2.455 -1.298 0.394 0.1 0.0 0.0 0.078
```
Positions in Å, forces in eV/Å.



ORCA calculation (ωB97M-V/def2-TZVPD) on a single C5H8O molecule.

Computed properties:
structure (SMILES)	C=CO/C=C\C
LUMO energy	0.04079	Eh
relative energy (zero: lowest compared OMol25 entry of this formula, charge and spin)	301.1	kJ/mol
Kohn-Sham gap	9.845	eV

```
14
Properties=species:S:1:pos:R:3:forces:R:3:lowdin_charge:R:1
C 0.151 1.256 -1.326 0.3 0.8 -0.1 0.016
C 0.995 1.184 -0.308 0.0 0.5 -0.7 -0.249
O 0.586 1.128 1.018 0.1 -0.1 -0.2 -0.076
C 0.827 -0.241 1.197 0.1 -0.6 0.3 -0.177
C 0.054 -1.119 0.575 0.6 0.1 0.0 -0.156
C -1.316 -0.804 0.101 -0.4 -0.5 0.9 -0.086
H 0.505 1.058 -2.329 0.1 0.4 0.0 0.064
H -0.880 1.551 -1.187 0.0 -0.3 0.0 0.061
H 2.067 1.026 -0.414 -0.1 -0.1 -0.2 0.123
H 1.738 -0.483 1.728 0.0 0.0 0.0 0.120
H 0.298 -2.174 0.549 0.2 0.0 0.3 0.113
H -1.702 -1.340 -0.773 0.3 0.1 0.2 0.089
H -1.655 0.230 0.139 0.4 -0.2 -0.1 0.068
H -1.665 -1.273 1.030 -1.6 -0.1 -0.4 0.093
```
Positions in Å, forces in eV/Å.



ORCA calculation (ωB97M-V/def2-TZVPD) on a single C5H8O molecule.

Computed properties:
structure (SMILES)	C[C@H]1C[C@H]1C=O
LUMO energy	0.03847	Eh
relative energy (zero: lowest compared OMol25 entry of this formula, charge and spin)	111.8	kJ/mol
Kohn-Sham gap	10.755	eV

```
14
Properties=species:S:1:pos:R:3:forces:R:3:lowdin_charge:R:1
C -1.403 -0.819 -0.388 0.1 0.0 0.1 -0.068
C -0.574 0.447 -0.469 -0.2 0.1 0.0 -0.298
C -0.085 1.071 0.795 -0.1 0.0 0.1 -0.082
C 0.920 0.536 -0.206 0.3 0.0 -0.1 -0.204
C 1.729 -0.651 0.145 0.1 0.0 -0.1 -0.244
O 2.878 -0.810 -0.197 -0.4 0.0 0.1 0.048
H -2.415 -0.537 -0.072 0.2 -0.2 -0.1 0.081
H -1.479 -1.343 -1.348 0.1 0.1 0.2 0.079
H -1.005 -1.517 0.357 -0.1 0.1 -0.2 0.069
H -0.897 1.135 -1.246 0.0 -0.1 0.1 0.134
H -0.220 0.485 1.703 0.0 0.1 -0.2 0.111
H -0.141 2.146 0.939 0.1 -0.2 -0.1 0.106
H 1.474 1.271 -0.782 -0.1 -0.1 0.0 0.142
H 1.217 -1.414 0.770 0.1 0.0 0.0 0.125
```
Positions in Å, forces in eV/Å.



ORCA calculation (ωB97M-V/def2-TZVPD) on a single C5H8O molecule.

Computed properties:
structure (SMILES)	CC(=O)C1CC1
LUMO energy	0.04132	Eh
relative energy (zero: lowest compared OMol25 entry of this formula, charge and spin)	114.8	kJ/mol
Kohn-Sham gap	10.630	eV

```
14
Properties=species:S:1:pos:R:3:forces:R:3:lowdin_charge:R:1
C 1.895 0.144 1.122 0.2 0.3 -0.1 -0.010
C 0.701 -0.335 0.369 -0.7 -0.6 1.1 -0.423
O 0.297 -1.392 0.808 -0.7 -0.9 -0.6 0.044
C -0.167 0.395 -0.616 0.4 -0.2 0.1 -0.199
C -1.181 -0.498 -1.296 0.0 0.0 -0.2 -0.113
C -1.622 0.372 -0.179 -0.2 0.1 0.1 -0.106
H 2.788 0.004 0.526 0.3 0.3 -0.1 0.082
H 1.736 1.177 1.404 0.4 0.4 0.1 0.080
H 1.959 -0.509 2.009 0.1 0.5 -0.4 0.095
H 0.158 1.292 -1.132 0.2 -0.2 0.1 0.134
H -1.083 -1.561 -1.094 0.0 0.3 0.0 0.107
H -1.468 -0.238 -2.304 0.0 0.1 0.0 0.100
H -2.204 1.261 -0.389 0.0 -0.1 0.0 0.102
H -1.810 -0.111 0.771 0.0 0.1 -0.1 0.107
```
Positions in Å, forces in eV/Å.



ORCA calculation (ωB97M-V/def2-TZVPD) on a single C5H8O molecule.

Computed properties:
structure (SMILES)	C[C@]12CC[C@H]1O2
LUMO energy	0.04196	Eh
relative energy (zero: lowest compared OMol25 entry of this formula, charge and spin)	298.2	kJ/mol
Kohn-Sham gap	10.375	eV

```
14
Properties=species:S:1:pos:R:3:forces:R:3:lowdin_charge:R:1
C 1.842 0.440 0.195 0.2 0.1 -0.2 -0.016
C 0.395 0.247 -0.088 0.2 0.1 0.4 -0.365
C -0.284 -1.124 -0.180 0.1 0.0 0.4 -0.105
C -1.616 -0.386 0.018 -0.5 0.0 -0.2 -0.101
C -0.888 0.917 -0.392 -0.4 -0.1 -0.4 -0.237
O -0.284 1.284 0.802 0.3 -0.7 0.4 -0.029
H 2.525 -0.161 -0.406 -0.1 0.1 -0.2 0.081
H 2.096 1.498 0.197 0.2 -0.1 -0.2 0.084
H 1.914 0.087 1.236 0.3 0.1 -0.2 0.098
H -0.243 -1.451 -1.232 0.3 0.2 0.3 0.122
H 0.041 -1.961 0.447 -0.2 0.2 0.2 0.107
H -1.806 -0.307 1.092 -0.4 0.1 -0.3 0.118
H -2.499 -0.700 -0.524 0.0 -0.2 -0.2 0.100
H -1.194 1.617 -1.163 0.1 0.2 0.3 0.143
```
Positions in Å, forces in eV/Å.



ORCA calculation (ωB97M-V/def2-TZVPD) on a molecular structure, C5H8O.

Computed properties:
LUMO energy	-0.01130	Eh
relative energy (zero: lowest compared OMol25 entry of this formula, charge and spin)	466.0	kJ/mol
Kohn-Sham gap	8.392	eV

```
14
Properties=species:S:1:pos:R:3:forces:R:3:lowdin_charge:R:1
C 1.180 -0.137 -0.684 0.2 -0.1 0.0 -0.147
C -0.093 0.658 -0.253 0.0 0.1 0.1 -0.270
C -0.913 -0.511 -0.887 -0.1 -0.1 -0.1 -0.147
C 0.283 -1.323 -0.492 0.0 0.2 -0.5 0.049
O -0.035 -0.689 1.749 0.0 -0.1 0.1 -0.112
C -0.233 0.618 1.267 0.0 0.2 -0.1 -0.257
H 1.386 0.072 -1.738 0.0 0.0 0.0 0.123
H 2.095 -0.087 -0.087 -0.2 -0.1 -0.1 0.115
H -0.228 1.653 -0.699 0.0 -0.2 0.2 0.140
H -0.980 -0.347 -1.966 0.0 0.0 0.0 0.123
H -1.885 -0.794 -0.473 0.2 0.0 -0.1 0.115
H 0.155 -1.401 0.998 -0.1 0.4 0.7 0.031
H 0.502 1.305 1.717 -0.1 -0.2 -0.1 0.119
H -1.235 0.982 1.548 0.2 -0.1 0.0 0.119
```
Positions in Å, forces in eV/Å.



ORCA calculation (ωB97M-V/def2-TZVPD) on a single C5H8O molecule.

Computed properties:
LUMO energy (spin up / spin down)	-0.02222 / -0.02229	Eh
relative energy (zero: lowest compared OMol25 entry of this formula, charge and spin)	421.3	kJ/mol
Kohn-Sham gap (spin up / spin down)	7.929 / 7.926	eV

```
14
Properties=species:S:1:pos:R:3:forces:R:3:lowdin_charge:R:1
C 1.608 -0.676 0.164 0.0 0.0 0.1 -0.073
C 0.477 0.279 -0.128 0.3 -0.1 -0.2 -0.233
C -0.655 -0.095 -1.060 0.0 -0.1 0.0 -0.170
C -1.646 0.418 -0.060 0.0 0.1 0.1 0.079
C -0.797 0.546 1.088 -0.3 0.1 -0.1 -0.540
O -0.772 1.206 2.133 0.0 -0.1 -0.1 -0.037
H 2.199 -0.350 1.025 -0.1 0.0 -0.1 0.086
H 1.242 -1.691 0.361 0.0 0.2 0.0 0.081
H 2.276 -0.723 -0.706 -0.1 0.0 0.1 0.084
H 0.827 1.297 -0.305 -0.1 -0.1 0.0 0.140
H -0.668 0.537 -1.957 0.0 0.0 0.1 0.129
H -0.735 -1.141 -1.376 0.0 0.2 0.0 0.119
H -2.604 0.899 -0.271 0.1 -0.1 0.1 0.119
H -0.693 -0.618 1.123 0.1 0.0 0.0 0.215
```
Positions in Å, forces in eV/Å.



no.,maximum force (hartree/bohr)
1,0.04406
2,0.03841
3,0.00969
4,0.00563
5,0.03563
6,0.09201
7,0.03204
8,0.00810
9,0.02841
10,0.01689
11,0.01601
12,0.00781